# 1
C5H13N | ωB97M-V with the def2-TZVPD basis set

## Properties
Energy relative to the best compared isomer or geometry (same formula, charge and spin)   1.554 eV
HOMO level   -9.40 eV
LUMO energy   1.1 eV
M   87.17 g/mol
HOMO-LUMO gap   0.3867 Eh
Total energy   -253.00596 a.u.

Structure (ORCA input):
```
! RIJCOSX wB97M-V def2-TZVPD def2/J DEFGRID3
* xyz 0 1
C -1.6942 -1.9639 0.6728
C -1.2861 -0.9316 1.3910
C -2.1611 0.2321 1.7045
H -1.0346 -2.7786 0.4064
H -2.6944 -1.9540 0.2539
H -0.2342 -0.7163 1.5569
H -2.1669 0.9653 0.9051
H -3.1677 -0.1355 1.8988
H -1.8922 0.6601 2.6714
C 1.7098 1.4738 -2.0165
C 1.4039 0.7344 -0.6739
N 1.5848 -0.6978 -0.7778
H 0.8082 1.5934 -2.6056
H 2.1253 2.4463 -1.7544
H 2.5037 0.8975 -2.4890
H 1.9764 1.2447 0.1070
H 0.3524 0.9826 -0.5153
H 2.5777 -0.9058 -0.8175
H 1.2892 -1.1468 0.0824
*
```

***

# 2
C4H8N2O | ωB97M-V with the def2-TZVPD basis set

## Properties
Energy relative to the best compared isomer or geometry (same formula, charge and spin)   1.273 eV
HOMO level   -8.28 eV
LUMO energy   0.9 eV
M   100.12 g/mol
HOMO-LUMO gap   0.3372 Eh
Total energy   -341.95686 a.u.

Structure (ORCA input):
```
! RIJCOSX wB97M-V def2-TZVPD def2/J DEFGRID3
* xyz 0 1
C 2.2416 0.9193 0.0310
C 1.0363 0.2598 0.6395
O 1.1116 -0.4198 1.6763
C -0.3027 0.6505 0.1588
C -1.1113 -0.3884 -0.1634
N -1.1311 -1.6171 0.4427
N -2.1491 -0.1843 -1.0426
H 2.6219 1.6976 0.6961
H 3.0137 0.1585 -0.1191
H 1.9955 1.3643 -0.9373
H -0.4321 1.6442 -0.2560
H -1.2073 -2.3598 -0.2467
H -0.3094 -1.7775 1.0321
H -2.9574 -0.7354 -0.7605
H -2.4203 0.7883 -1.1509
*
```

***

# 3
C15H25O | ωB97M-V with the def2-TZVPD basis set

## Properties
Energy relative to the best compared isomer or geometry (same formula, charge and spin)   1.094 eV
HOMO level (alpha / beta)   -5.79 / -8.17 eV
LUMO energy (alpha / beta)   0.4 / 0.2 eV
M   221.36 g/mol
HOMO-LUMO gap (alpha / beta)   0.2294 / 0.3074 Eh
Total energy   -661.62286 a.u.

Structure (ORCA input):
```
! RIJCOSX wB97M-V def2-TZVPD def2/J DEFGRID3
* xyz 0 2
C 3.5907 -2.0385 -1.4712
C 2.7009 -1.5950 -0.3453
C 3.0964 -0.4545 0.3232
C 2.4189 0.5893 0.9766
C 1.2350 1.3926 0.4773
C 0.8931 1.2117 -0.9989
C 1.4852 1.9250 -1.9733
C -0.1363 0.1995 -1.3656
C -1.6333 0.5785 -1.2329
C -1.9010 -0.7228 -0.4380
C -0.3656 -0.9548 -0.3310
C 0.2396 -2.2816 -0.7105
C 1.5606 -2.4963 0.0414
C -2.5608 -0.5203 0.9164
C -2.6177 -1.7741 -1.2752
H 3.3181 -3.0324 -1.8472
H 3.5493 -1.3299 -2.3169
H 4.6401 -2.0788 -1.1384
H 4.1825 -0.2661 0.2434
H 2.5835 -1.2406 2.7925
H 2.9641 1.1211 1.7547
H 0.3577 1.2285 1.1244
H 1.5096 2.4492 0.6324
H 1.1886 1.7858 -3.0155
H 2.2432 2.6736 -1.7460
H 0.0701 -0.2263 -2.3658
H -1.7930 1.4920 -0.6454
H -2.1638 0.6290 -2.1919
H -0.0185 -0.6412 0.6629
H -0.4599 -3.0952 -0.4590
H 0.4035 -2.3132 -1.7999
H 1.8702 -3.5341 -0.1494
H 1.3838 -2.4073 1.1238
H -2.5409 -1.4650 1.4793
H -2.0434 0.2502 1.5056
H -3.6086 -0.2162 0.7855
H -2.6790 -2.7272 -0.7328
H -3.6452 -1.4476 -1.4860
H -2.1125 -1.9453 -2.2351
O 1.8674 -0.6885 2.4280
H 1.3001 -0.4836 3.1940
*
```

***

# 4
C2H3NO2 | ωB97M-V with the def2-TZVPD basis set

## Properties
Energy relative to the best compared isomer or geometry (same formula, charge and spin)   4.172 eV
HOMO level   -9.01 eV
LUMO energy   0.7 eV
M   73.05 g/mol
HOMO-LUMO gap   0.3564 Eh
Total energy   -283.10469 a.u.

Structure (ORCA input):
```
! RIJCOSX wB97M-V def2-TZVPD def2/J DEFGRID3
* xyz 0 1
O -2.0584 0.0054 -0.0163
C -0.9042 0.0072 0.0816
C 0.3279 0.7623 0.2322
O 1.2064 -0.3491 0.1488
N 0.2265 -1.4242 0.0160
H 0.3051 1.4449 -0.6053
H 0.4825 1.4473 1.1151
H 0.4142 -1.8939 -0.9722
*
```

***

# 5
C6H9N | ωB97M-V with the def2-TZVPD basis set

## Properties
Energy relative to the best compared isomer or geometry (same formula, charge and spin)   6.373 eV
HOMO level (alpha / beta)   -7.81 / -6.54 eV
LUMO energy (alpha / beta)   0.2 / 0.2 eV
M   95.14 g/mol
HOMO-LUMO gap (alpha / beta)   0.2961 / 0.2459 Eh
Total energy   -288.54783 a.u.

Structure (ORCA input):
```
! RIJCOSX wB97M-V def2-TZVPD def2/J DEFGRID3
* xyz 0 1
C -1.3141 -0.4775 1.1479
C -1.0243 0.5858 0.1105
C 0.4537 1.0865 0.0946
C 1.6413 -0.4808 -0.2615
C -0.3311 0.2674 -1.1324
C 0.5806 -0.9352 -1.2147
N 0.5939 -1.9706 -1.8713
H -0.5087 -1.2155 1.2072
H -1.4464 -0.0236 2.1356
H -2.2288 -1.0179 0.8870
H -1.7801 1.3687 0.0469
H 0.6751 2.1024 -0.2223
H 2.5475 -0.0415 -0.6831
H 0.8715 0.8921 1.0866
H 1.8253 -1.0341 0.6676
H -0.5555 0.8938 -1.9985
*
```

***

# 6
C32H22MgN6O4 | ωB97M-V with the def2-TZVPD basis set

## Properties
Energy relative to the best compared isomer or geometry (same formula, charge and spin)   0.000 eV
HOMO level   -7.93 eV
LUMO energy   -1.0 eV
M   578.87 g/mol
HOMO-LUMO gap   0.2532 Eh
Total energy   -2062.32260 a.u.

Structure (ORCA input):
```
! RIJCOSX wB97M-V def2-TZVPD def2/J DEFGRID3
* xyz 0 1
Mg 0.2744 -0.1453 -0.3629
O -4.7135 4.3293 1.6089
C -4.9122 3.1334 1.3590
O -5.9445 2.4489 1.3197
C -3.6340 2.3604 0.9266
C -2.4154 3.0105 0.7928
C -1.3044 2.2862 0.3966
N -1.3672 0.9716 0.1826
C -2.5570 0.3600 0.1986
C -3.7089 1.0134 0.5830
C -2.5549 -0.9859 -0.4318
C -3.6304 -1.8603 -0.3317
C -3.6265 -3.0155 -1.0913
C -2.5476 -3.2734 -1.9252
C -1.4917 -2.3814 -1.9238
N -1.4830 -1.2662 -1.1942
C 0.0013 2.8911 0.0296
C 0.3866 4.1544 0.4560
C 1.5991 4.6582 0.0195
C 2.3896 3.8831 -0.8142
C 1.9386 2.6229 -1.1662
N 0.7661 2.1364 -0.7716
H -2.4007 4.0780 0.9677
H -4.6899 0.5590 0.5873
H -4.4591 -1.6203 0.3181
H -4.4601 -3.7027 -1.0402
H -2.5107 -4.1522 -2.5520
H -0.6089 -2.5685 -2.5251
H -0.2494 4.7221 1.1194
H 1.9266 5.6399 0.3333
H 3.3453 4.2354 -1.1730
H 2.5429 1.9678 -1.7800
C -0.3913 -6.0074 -5.0844
O 0.5042 -4.9272 -4.9063
C 1.5490 -5.1101 -4.0548
C 1.8492 -6.3118 -3.4253
C 2.9523 -6.3769 -2.5821
C 3.7226 -5.2567 -2.3254
C 3.4443 -4.0663 -2.9969
C 2.3674 -3.9960 -3.8525
N 4.8469 -5.4575 -1.4470
N 5.1443 -4.6608 -0.5490
C 4.3342 -3.5038 -0.2904
C 4.9582 -2.2867 -0.2132
C 4.2425 -1.0871 -0.0608
C 2.8624 -1.1007 0.0334
O 2.1149 -0.0404 0.1432
C 2.2161 -2.3889 0.0654
N 0.8668 -2.3579 0.2507
C 0.2296 -3.4972 0.3833
C 0.8707 -4.7467 0.3344
C 2.2158 -4.7911 0.0975
C 2.9379 -3.5884 -0.0595
H -1.2049 -5.6287 -5.6968
H -0.7856 -6.3563 -4.1258
H 0.0921 -6.8405 -5.6008
H 1.2580 -7.1989 -3.5965
H 3.2175 -7.3126 -2.1070
H 4.0669 -3.1952 -2.8494
H 2.1415 -3.0849 -4.3891
H 6.0360 -2.2602 -0.3132
H 4.7603 -0.1390 -0.0171
H -0.8411 -3.4394 0.5522
H 0.2966 -5.6501 0.4814
H 2.7321 -5.7419 0.0507
*
```

***

# 7
C7H4MnO6S5 | ωB97M-V with the def2-TZVPD basis set

## Properties
HOMO level (alpha / beta)   -8.54 / -8.47 eV
LUMO energy (alpha / beta)   -1.3 / -1.3 eV
M   399.38 g/mol
HOMO-LUMO gap (alpha / beta)   0.2672 / 0.2642 Eh
Total energy   -3862.42166 a.u.

Structure (ORCA input):
```
! RIJCOSX wB97M-V def2-TZVPD def2/J DEFGRID3
* xyz 0 2
Mn 0.5736 0.0071 -0.5103
O 1.9399 1.5711 -0.5718
S 2.9264 0.7897 0.2209
O 4.2698 0.7796 -0.2436
O 2.2899 -0.5573 0.3335
C 2.9390 1.5155 1.8478
C 4.1969 1.6402 2.4142
C 4.3563 2.1738 3.6866
C 3.2554 2.5923 4.4022
C 1.9867 2.4725 3.8517
C 1.8164 1.9414 2.5807
S 0.1087 1.7598 2.1177
O -0.2043 2.9945 1.2030
O -0.6690 1.9083 3.2932
O -0.0634 0.5222 1.3720
H 5.0531 1.3197 1.8393
H 5.3481 2.2573 4.1100
H 3.3688 3.0050 5.3953
H 1.1167 2.7834 4.4101
S -3.3398 1.8189 0.3932
C -1.9506 1.6044 -0.3822
S -1.4562 0.2677 -1.3857
S -0.6888 2.9042 -0.4369
*
```

***

# 8
C17H21N3O3S | ωB97M-V with the def2-TZVPD basis set

## Properties
Energy relative to the best compared isomer or geometry (same formula, charge and spin)   2.744 eV
HOMO level   -8.58 eV
LUMO energy   0.6 eV
M   347.44 g/mol
HOMO-LUMO gap   0.3380 Eh
Total energy   -1448.56355 a.u.

Structure (ORCA input):
```
! RIJCOSX wB97M-V def2-TZVPD def2/J DEFGRID3
* xyz 0 1
C -5.3810 -2.4039 -0.9945
C -5.2737 -0.9233 -0.7909
C -6.0124 -0.0397 -1.5631
C -5.9123 1.3254 -1.3504
C -5.0761 1.8203 -0.3715
C -4.3301 0.9400 0.4100
O -3.5299 1.5337 1.3570
C -2.7241 0.7234 2.1736
C -1.6230 0.0531 1.4240
N -1.4089 -1.2141 1.3090
N -0.3093 -1.3769 0.5520
C 0.0965 -0.1839 0.2392
S 1.4355 0.2613 -0.7434
C 2.2865 -1.3574 -0.8456
C 3.5666 -1.3563 -0.0147
O 3.6354 -2.0364 0.9901
N 4.5918 -0.6021 -0.4560
C 4.5977 0.3030 -1.5818
C 4.7395 1.7484 -1.0979
C 6.0032 1.8968 -0.2556
C 5.9767 0.8912 0.8921
C 5.8018 -0.5225 0.3411
O -0.6889 0.7797 0.7603
C -4.4330 -0.4268 0.2004
H -5.6948 -2.6345 -2.0097
H -4.4288 -2.8905 -0.7965
H -6.1197 -2.8204 -0.3090
H -6.6657 -0.4191 -2.3348
H -6.4886 2.0094 -1.9554
H -4.9802 2.8791 -0.1922
H -3.3041 -0.0496 2.6920
H -2.2907 1.4102 2.9081
H 1.6002 -2.0903 -0.4237
H 2.4732 -1.5712 -1.8967
H 3.6898 0.2004 -2.1728
H 5.4553 0.0473 -2.2172
H 4.7728 2.4145 -1.9607
H 3.8639 2.0083 -0.5008
H 6.0754 2.9128 0.1348
H 6.8810 1.7133 -0.8801
H 6.9001 0.9438 1.4697
H 5.1430 1.1174 1.5594
H 5.7153 -1.2502 1.1489
H 6.6557 -0.7869 -0.2924
H -3.8599 -1.1270 0.7880
*
```

***

What did the eighth record say?
C17H21N3O3S | ωB97M-V with the def2-TZVPD basis set

## Properties
Energy relative to the best compared isomer or geometry (same formula, charge and spin)   2.744 eV
HOMO level   -8.58 eV
LUMO energy   0.6 eV
M   347.44 g/mol
HOMO-LUMO gap   0.3380 Eh
Total energy   -1448.56355 a.u.

Structure (ORCA input):
```
! RIJCOSX wB97M-V def2-TZVPD def2/J DEFGRID3
* xyz 0 1
C -5.3810 -2.4039 -0.9945
C -5.2737 -0.9233 -0.7909
C -6.0124 -0.0397 -1.5631
C -5.9123 1.3254 -1.3504
C -5.0761 1.8203 -0.3715
C -4.3301 0.9400 0.4100
O -3.5299 1.5337 1.3570
C -2.7241 0.7234 2.1736
C -1.6230 0.0531 1.4240
N -1.4089 -1.2141 1.3090
N -0.3093 -1.3769 0.5520
C 0.0965 -0.1839 0.2392
S 1.4355 0.2613 -0.7434
C 2.2865 -1.3574 -0.8456
C 3.5666 -1.3563 -0.0147
O 3.6354 -2.0364 0.9901
N 4.5918 -0.6021 -0.4560
C 4.5977 0.3030 -1.5818
C 4.7395 1.7484 -1.0979
C 6.0032 1.8968 -0.2556
C 5.9767 0.8912 0.8921
C 5.8018 -0.5225 0.3411
O -0.6889 0.7797 0.7603
C -4.4330 -0.4268 0.2004
H -5.6948 -2.6345 -2.0097
H -4.4288 -2.8905 -0.7965
H -6.1197 -2.8204 -0.3090
H -6.6657 -0.4191 -2.3348
H -6.4886 2.0094 -1.9554
H -4.9802 2.8791 -0.1922
H -3.3041 -0.0496 2.6920
H -2.2907 1.4102 2.9081
H 1.6002 -2.0903 -0.4237
H 2.4732 -1.5712 -1.8967
H 3.6898 0.2004 -2.1728
H 5.4553 0.0473 -2.2172
H 4.7728 2.4145 -1.9607
H 3.8639 2.0083 -0.5008
H 6.0754 2.9128 0.1348
H 6.8810 1.7133 -0.8801
H 6.9001 0.9438 1.4697
H 5.1430 1.1174 1.5594
H 5.7153 -1.2502 1.1489
H 6.6557 -0.7869 -0.2924
H -3.8599 -1.1270 0.7880
*
```

***

Please write out number 7 again, unchanged.
C7H4MnO6S5 | ωB97M-V with the def2-TZVPD basis set

## Properties
HOMO level (alpha / beta)   -8.54 / -8.47 eV
LUMO energy (alpha / beta)   -1.3 / -1.3 eV
M   399.38 g/mol
HOMO-LUMO gap (alpha / beta)   0.2672 / 0.2642 Eh
Total energy   -3862.42166 a.u.

Structure (ORCA input):
```
! RIJCOSX wB97M-V def2-TZVPD def2/J DEFGRID3
* xyz 0 2
Mn 0.5736 0.0071 -0.5103
O 1.9399 1.5711 -0.5718
S 2.9264 0.7897 0.2209
O 4.2698 0.7796 -0.2436
O 2.2899 -0.5573 0.3335
C 2.9390 1.5155 1.8478
C 4.1969 1.6402 2.4142
C 4.3563 2.1738 3.6866
C 3.2554 2.5923 4.4022
C 1.9867 2.4725 3.8517
C 1.8164 1.9414 2.5807
S 0.1087 1.7598 2.1177
O -0.2043 2.9945 1.2030
O -0.6690 1.9083 3.2932
O -0.0634 0.5222 1.3720
H 5.0531 1.3197 1.8393
H 5.3481 2.2573 4.1100
H 3.3688 3.0050 5.3953
H 1.1167 2.7834 4.4101
S -3.3398 1.8189 0.3932
C -1.9506 1.6044 -0.3822
S -1.4562 0.2677 -1.3857
S -0.6888 2.9042 -0.4369
*
```

***

Q: Number 3 is which compound?
A: C15H25O